A | Computed, not measured: C2H2Cl2O2S as an isolated structure, with ωB97M-V with the def2-TZVPD basis set.

Each line ends with the Löwdin charge.
Atoms and positions in Å:
C: 0.15 -0.61 -0.66  -0.11
C: 1.68 0.23 0.39  -0.57
O: -1.43 -0.69 1.47  -0.31
O: -2.22 -0.87 -0.81  -0.35
S: -1.33 -0.28 0.12  0.17
Cl: 3.10 0.80 -0.14  0.69
Cl: -1.46 1.71 -0.14  0.41
H: 0.05 -0.40 -1.70  0.03
H: 1.45 0.10 1.48  0.04

B | Computed, not measured: C2H2Cl2O2S as an isolated structure, with ωB97M-V with the def2-TZVPD basis set.

Each line ends with the Löwdin charge.
Atoms and positions in Å:
C: 1.71 0.50 0.66  -0.15
C: -1.02 -1.29 -1.13  -0.87
O: -2.00 -0.34 -1.70  -0.48
O: 1.37 0.90 -0.39  -0.14
S: -0.78 0.42 -1.00  0.70
Cl: -1.62 -1.92 0.39  0.50
Cl: -1.40 1.25 0.79  0.27
H: 2.78 0.20 0.99  0.12
H: 0.96 0.27 1.39  0.04

Short version: A is the least stable of them.

A | Computed, not measured: the molecule C4H10N4, with ωB97M-V with the def2-TZVPD basis set.

Each line ends with the Löwdin charge.
Atoms and positions in Å:
C: -0.76 -1.68 -0.17  -0.04
C: 1.49 1.58 -0.23  -0.03
C: -0.31 -0.27 0.07  -0.52
C: 1.05 0.16 -0.01  -0.27
N: -2.60 0.49 0.01  0.00
N: 2.02 -0.77 -0.12  0.18
N: -0.55 0.50 1.29  0.04
N: -1.22 0.94 0.11  -0.16
H: -3.10 1.29 -0.36  0.06
H: -2.93 0.28 0.95  0.07
H: 2.99 -0.49 -0.12  0.11
H: 1.80 -1.74 0.04  0.10
H: -0.49 -2.02 -1.17  0.08
H: -0.31 -2.36 0.56  0.07
H: -1.84 -1.73 -0.04  0.06
H: 0.62 2.20 -0.46  0.07
H: 2.23 1.64 -1.03  0.08
H: 1.92 1.96 0.70  0.09

B | Computed, not measured: the molecule C4H10N4, with ωB97M-V with the def2-TZVPD basis set.

Each line ends with the Löwdin charge.
Atoms and positions in Å:
C: -1.73 0.48 0.22  -0.25
C: -0.80 -0.88 -0.03  -0.34
C: -0.69 -1.35 -1.44  -0.06
C: 1.96 0.67 -0.08  -0.26
H: -0.85 1.88 1.55  0.15
H: -1.98 0.62 2.46  0.12
H: -2.70 0.13 -0.01  0.09
H: -1.45 0.96 -0.62  0.05
H: -0.66 -1.79 0.75  0.17
H: -1.21 -0.96 -2.32  0.12
H: -0.59 -2.46 -1.45  0.10
H: 1.53 0.03 -1.63  0.08
H: 2.90 1.16 -0.89  0.17
H: 1.03 0.07 1.77  0.15
N: -1.66 1.06 1.51  -0.06
N: 0.41 -0.87 -0.52  -0.21
N: 0.78 0.31 -1.02  -0.04
N: 2.10 0.48 1.23  0.02

Computed properties:
SMILES   [H]/N=C\NN1C[C@@H]1CN

C | Computed, not measured: the molecule C4H10N4, with ωB97M-V with the def2-TZVPD basis set.

Each line ends with the Löwdin charge.
Atoms and positions in Å:
C: -1.75 0.43 -0.10  -0.26
C: -0.34 0.72 0.25  -0.26
C: 0.77 1.84 -0.10  0.00
C: 1.72 -0.41 -0.30  -0.60
H: -2.34 -1.21 0.77  0.06
H: -2.99 -1.22 -0.57  0.05
H: -2.27 0.96 0.71  0.10
H: -2.06 0.90 -1.17  0.16
H: -0.19 0.54 1.33  0.14
H: 0.42 2.61 -0.65  0.06
H: 1.48 2.06 0.64  0.09
H: 1.42 -2.40 0.36  0.06
H: 0.13 -1.52 -0.51  0.12
H: 3.27 -1.07 0.39  0.07
N: -2.12 -1.00 -0.18  0.01
N: 0.75 0.50 -0.73  -0.01
N: 1.15 -1.62 -0.15  0.13
N: 2.95 -0.11 0.01  0.10

Computed properties:
SMILES   [H]/N=C(\N)N1C[C@H]1CN

Short version: B is the least stable of them.

A | Computed, not measured: the molecule C4H10N4, with ωB97M-V with the def2-TZVPD basis set.

Each line ends with the Löwdin charge.
Atoms and positions in Å:
C: -0.84 -2.07 -1.19  -0.16
C: 1.43 1.28 -0.26  -0.01
C: -1.26 0.01 -0.16  -0.55
C: 0.86 0.39 0.82  -0.46
N: -1.94 1.21 -0.12  0.12
N: 1.67 0.20 1.90  0.13
N: -0.29 -0.15 0.82  0.13
N: -1.59 -0.85 -1.04  0.00
H: -2.01 1.62 0.80  0.09
H: -2.82 1.18 -0.62  0.09
H: 2.65 0.38 1.81  0.09
H: 1.38 -0.49 2.57  0.10
H: -0.18 -1.98 -2.06  0.07
H: -0.23 -2.32 -0.31  0.06
H: -1.54 -2.87 -1.38  0.06
H: 1.79 2.20 0.18  0.08
H: 0.66 1.50 -1.00  0.07
H: 2.26 0.77 -0.75  0.08

Computed properties:
SMILES   C/N=C(N)\N=C(/C)N

B | Computed, not measured: the molecule C4H10N4, with ωB97M-V with the def2-TZVPD basis set.

Each line ends with the Löwdin charge.
Atoms and positions in Å:
C: 1.23 0.91 -0.09  -0.57
C: 1.17 -0.61 -0.60  -0.09
C: -0.25 -1.28 -0.77  -0.20
C: -1.62 0.65 0.62  -0.12
H: 0.70 0.30 1.79  0.07
H: 0.71 1.99 1.72  0.15
H: 1.41 1.93 -1.73  0.02
H: 1.56 -0.47 -1.70  0.14
H: 1.61 -1.36 0.09  0.11
H: -1.05 -0.60 -1.30  0.12
H: -0.17 -2.19 -1.22  0.05
H: -1.53 -2.59 0.52  0.22
H: -2.38 1.51 0.86  0.11
H: -1.17 0.81 -0.42  0.06
N: 1.00 1.08 1.23  0.07
N: 1.32 1.95 -0.76  0.12
N: -0.89 -1.52 0.64  -0.13
N: -1.67 -0.51 1.13  -0.12

Computed properties:
SMILES   [H]/N=C(/N)CCNN=C

C | Computed, not measured: the molecule C4H10N4, with ωB97M-V with the def2-TZVPD basis set.

Each line ends with the Löwdin charge.
Atoms and positions in Å:
C: -1.23 -0.10 -0.60  -0.08
C: -0.66 -2.40 -0.66  -0.13
C: 1.57 0.40 -0.28  -0.12
C: 1.01 1.51 0.55  -0.54
H: -2.17 -0.57 -0.41  0.06
H: -1.20 0.87 -0.13  0.05
H: -1.16 0.02 -1.76  0.12
H: -0.12 -3.27 -0.16  0.10
H: -0.58 -2.52 -1.75  0.08
H: -1.70 -2.48 -0.31  0.08
H: 2.49 0.68 -0.71  0.10
H: 0.18 0.36 2.02  0.10
H: 0.29 2.09 2.27  0.08
H: 0.70 3.41 0.62  0.07
N: -0.25 -1.12 -0.13  -0.27
N: 1.10 -0.76 -0.47  0.07
N: 0.72 1.25 1.91  0.11
N: 1.00 2.63 0.00  0.12

Computed properties:
SMILES   [H]/N=C(N)/C=N\N(C)C

Short version: B is the least stable of them.

A | Computed, not measured: a 3-piece molecular cluster, C3H12N2O3 overall, with ωB97M-V with the def2-TZVPD basis set.

Each line ends with the Löwdin charge.
Atoms and positions in Å:
N: -0.99 -0.31 1.23  0.22
C: -0.82 -1.13 0.15  -0.29
C: 0.67 -1.29 -0.07  -0.02
C: -1.47 -0.39 -1.20  -0.52
N: -1.03 1.02 -1.09  0.15
O: -1.29 -0.99 -2.28  0.11
H: -0.20 0.32 1.44  0.09
H: -1.47 -0.66 2.06  0.14
H: -1.38 -2.06 0.28  0.15
H: 0.87 -1.59 -1.10  0.10
H: 1.03 -2.08 0.57  0.11
H: 1.10 -0.31 0.07  0.03
H: -0.02 1.14 -1.15  0.05
H: -1.49 1.49 -1.87  0.10
H: 1.58 1.51 0.61  -0.03
H: 2.08 2.47 -0.54  0.03
O: 1.33 1.92 -0.32  -0.16
H: -2.54 -0.38 -0.86  0.17
H: 2.24 0.83 2.42  -0.05
O: 1.77 0.49 1.65  -0.39

B | Computed, not measured: a 3-piece molecular cluster, C3H12N2O3 overall, with ωB97M-V with the def2-TZVPD basis set.

Each line ends with the Löwdin charge.
Atoms and positions in Å:
C: 0.00 1.84 -1.35  -0.30
C: -0.28 1.02 -0.06  -0.10
C: 0.00 -0.46 -0.12  -0.54
N: -0.12 -1.07 -1.32  0.18
O: 0.35 -1.08 0.87  0.01
N: 1.27 1.62 -1.99  0.00
H: -0.08 2.90 -1.09  0.11
H: -0.85 1.70 -2.03  0.11
H: -1.27 1.22 0.35  0.12
H: 0.41 1.42 0.69  0.12
H: 0.08 -2.04 -1.42  0.11
H: -0.49 -0.64 -2.16  0.10
H: 2.00 1.66 -1.30  0.07
H: 1.41 0.82 -2.58  0.06
H: 1.48 -1.53 3.05  0.02
H: 0.88 -0.20 2.82  0.00
O: 1.49 -0.64 3.43  -0.08
H: -1.71 -1.82 1.98  0.04
H: -2.19 -2.80 0.96  0.04
O: -2.36 -1.90 1.27  -0.07

Computed properties:
SMILES   NCCC(N)=O.O.O

C | Computed, not measured: a 3-piece molecular cluster, C3H12N2O3 overall, with ωB97M-V with the def2-TZVPD basis set.

Each line ends with the Löwdin charge.
Atoms and positions in Å:
N: 0.69 0.30 -2.42  -0.01
C: -0.56 0.56 -1.66  -0.17
C: -0.36 -0.13 -0.31  -0.51
N: -0.26 -1.47 -0.30  0.02
C: 0.50 -2.15 0.77  -0.05
O: -0.38 0.55 0.70  0.04
H: 0.61 0.70 -3.35  0.06
H: 1.51 0.72 -1.99  0.07
H: -0.62 1.60 -1.34  0.08
H: -1.37 0.35 -2.34  0.12
H: -0.24 -1.90 -1.21  0.12
H: 1.07 -2.95 0.28  0.08
H: 1.21 -1.48 1.24  0.05
H: -0.21 -2.67 1.42  0.08
H: 0.89 0.17 3.32  0.05
H: 2.42 0.00 3.36  0.05
O: 1.62 -0.30 2.90  -0.07
H: -2.88 2.45 0.44  0.04
H: -1.43 2.72 0.52  0.02
O: -2.20 2.94 -0.03  -0.07

Computed properties:
SMILES   CNC(=O)CN.O.O

Short version: A is the least stable of them.

A | Computed, not measured: a 3-piece molecular cluster, C3H12N2O3 overall, with ωB97M-V with the def2-TZVPD basis set.

Each line ends with the Löwdin charge.
Atoms and positions in Å:
C: -0.66 -2.48 -0.52  -0.12
N: -0.80 -1.07 -1.00  -0.11
C: 0.53 -0.47 -0.78  -0.20
C: 0.62 1.01 -0.96  -0.49
N: 1.88 1.40 -0.97  0.18
O: -0.33 1.83 -0.96  0.00
H: -0.14 -2.92 -1.39  0.08
H: -0.13 -2.50 0.48  0.09
H: -1.72 -2.84 -0.55  0.09
H: -1.43 -0.58 -0.38  0.08
H: 0.92 -0.80 0.14  0.07
H: 1.17 -0.93 -1.58  0.14
H: 2.65 0.73 -0.94  0.13
H: 2.12 2.37 -0.98  0.12
H: -1.34 1.69 0.33  0.05
H: -2.48 2.19 1.25  0.03
O: -1.79 1.54 1.27  -0.11
H: 0.71 0.44 3.18  0.06
H: -0.36 0.82 2.16  -0.01
O: 0.58 0.57 2.20  -0.09

Computed properties:
SMILES   CNCC(N)=O.O.O

B | Computed, not measured: a 3-piece molecular cluster, C3H12N2O3 overall, with ωB97M-V with the def2-TZVPD basis set.

Each line ends with the Löwdin charge.
Atoms and positions in Å:
C: 0.46 0.94 1.70  -0.39
N: -0.18 0.39 0.62  0.06
C: -0.77 -0.97 0.84  -0.17
C: -2.01 -1.36 -0.05  -0.33
N: -1.73 -0.88 -1.32  -0.01
O: 1.21 1.87 1.84  0.02
H: 0.17 0.39 2.62  0.13
H: -0.16 0.72 -0.30  0.07
H: -1.16 -1.01 1.80  0.07
H: 0.00 -1.86 0.64  0.15
H: -2.33 -2.43 0.09  0.12
H: -2.81 -0.82 0.41  0.09
H: -0.89 -1.09 -1.71  0.03
H: -2.58 -1.21 -1.93  0.13
H: 3.48 -1.08 -0.58  0.00
H: 3.33 0.43 -0.72  0.07
O: 2.81 -0.42 -0.61  -0.06
H: 0.34 3.08 -0.81  0.09
H: 1.83 2.78 -1.19  -0.04
O: 0.99 2.53 -1.35  -0.03

Computed properties:
SMILES   NCCNC=O.O.O

Short version: B is the least stable of them.